12
Properties=species:S:1:pos:R:3:forces:R:3:nbo_charge:R:1 method="wB97M-V/def2-TZVPD" gap_ev=10.6 e_tot_ev=-7203.4813 lumo_energy_ev=-4.21 largest_force_ev_per_a=4.785 de_lowest_kj_mol=546.5 total_charge=+1
C 0.660473 -0.131267 -0.069169 -3.35 -3.19 -1.23 0.46
C -0.674066 -1.497851 -0.184463 3.61 1.65 0.18 -0.55
N 1.696053 -0.547585 0.687620 1.54 -1.57 2.17 -0.36
N 0.224006 1.289837 -0.073455 0.48 1.26 -2.57 -0.75
O 1.815747 -0.394590 -0.753101 0.30 0.64 -0.85 -0.33
H -0.851736 -2.048304 -1.142500 0.73 1.08 0.52 0.26
H -1.547492 -0.991487 0.139236 -0.86 -0.04 0.73 0.20
H -0.077457 -2.107882 0.536088 -1.29 0.26 -0.43 0.26
H 2.384574 -0.008654 1.228998 -0.62 0.64 -0.66 0.40
H -0.681797 1.351155 -0.629353 0.68 0.19 1.80 0.48
H 0.862465 1.770640 -0.787124 -0.38 -0.49 1.34 0.47
H 0.337655 1.777614 0.849496 -0.85 -0.41 -1.00 0.48